1.
{
  "formula": "C5H6O2",
  "method": "wB97M-V/def2-TZVPD",
  "elements": ["C", "C", "C", "C", "O", "C", "O", "H", "H", "H", "H", "H", "H"],
  "xyz": [[-1.724, -2.206, 0.471], [-0.993, -1.267, 0.289], [-0.265, -0.002, 0.110], [0.836, 0.259, 1.136], [0.304, -0.025, -1.222], [0.553, 1.179, -1.743], [0.369, 2.235, -1.190], [-2.366, -3.048, 0.625], [-0.981, 0.827, 0.133], [1.717, -0.352, 0.915], [0.487, 0.018, 2.144], [1.115, 1.315, 1.094], [0.948, 1.067, -2.762]],
  "smiles": "C#C[C@@H](C)OC=O",
  "multiplicity": 1
}

***

2.
{
  "formula": "C17H24LaN4",
  "method": "wB97M-V/def2-TZVPD",
  "elements": ["La", "C", "C", "N", "C", "C", "C", "C", "C", "C", "C", "N", "C", "C", "N", "N", "H", "H", "H", "H", "H", "H", "H", "H", "H", "H", "H", "H", "H", "H", "H", "H", "H", "H", "C", "C", "C", "C", "C", "C", "H", "H", "H", "H", "H", "H"],
  "xyz": [[7.751, 7.397, 8.049], [6.862, 10.601, 8.613], [6.838, 10.589, 7.101], [6.923, 9.221, 6.425], [7.778, 9.211, 5.192], [9.217, 8.969, 5.457], [10.155, 9.361, 4.509], [11.520, 9.196, 4.795], [11.901, 8.735, 6.071], [10.887, 8.316, 6.952], [11.253, 7.774, 8.279], [10.064, 7.607, 9.254], [9.829, 8.765, 10.195], [9.092, 9.944, 9.587], [7.676, 9.584, 9.308], [9.585, 8.412, 6.636], [7.218, 11.604, 8.914], [5.818, 10.500, 8.972], [5.919, 11.127, 6.780], [7.680, 11.204, 6.733], [5.971, 8.986, 6.110], [7.400, 8.414, 4.515], [7.651, 10.125, 4.586], [9.783, 9.875, 3.629], [12.279, 9.409, 4.030], [12.926, 8.665, 6.409], [11.655, 6.744, 8.097], [12.032, 8.382, 8.755], [10.330, 6.857, 9.875], [9.297, 8.346, 11.068], [10.797, 9.156, 10.566], [9.086, 10.767, 10.329], [9.552, 10.351, 8.649], [7.163, 9.431, 10.215], [7.233, 4.791, 9.407], [5.988, 5.463, 9.467], [5.315, 5.766, 8.265], [5.831, 5.332, 7.031], [7.050, 4.639, 6.979], [7.741, 4.382, 8.181], [7.845, 4.739, 10.296], [5.624, 5.849, 10.422], [4.487, 6.487, 8.297], [5.270, 5.622, 6.099], [7.537, 4.445, 5.999], [8.746, 3.977, 8.131]],
  "total_charge": 3,
  "multiplicity": 1
}

***

3.
{
  "formula": "CH7N3",
  "method": "wB97M-V/def2-TZVPD",
  "elements": ["H", "N", "C", "N", "H", "H", "H", "N", "H", "H", "H"],
  "xyz": [[-2.417, -0.298, -2.478], [-1.932, -0.306, -1.610], [-0.771, -0.707, -1.869], [0.314, -0.845, -1.033], [-0.566, -0.627, -2.917], [1.286, -0.704, -1.395], [0.004, -0.889, -0.125], [1.686, 1.565, 3.738], [1.323, 1.382, 2.864], [2.643, 1.848, 3.396], [1.875, 0.624, 4.202]],
  "smiles": "[H]/N=C/N.N",
  "multiplicity": 1
}

***

4.
{
  "formula": "C19H27N3O2",
  "method": "wB97M-V/def2-TZVPD",
  "elements": ["C", "C", "C", "C", "C", "C", "N", "N", "C", "C", "C", "O", "N", "C", "C", "C", "C", "C", "C", "O", "C", "C", "C", "C", "H", "H", "H", "H", "H", "H", "H", "H", "H", "H", "H", "H", "H", "H", "H", "H", "H", "H", "H", "H", "H", "H", "H", "H", "H", "H", "H"],
  "xyz": [[0.304, -5.468, -0.254], [0.903, -4.099, -0.153], [0.107, -2.965, -0.281], [0.659, -1.704, -0.211], [2.029, -1.533, -0.018], [2.573, -0.177, 0.039], [1.836, 0.732, 0.550], [2.277, 2.016, 0.595], [1.242, 3.001, 0.821], [0.644, 3.473, -0.512], [-0.033, 2.309, -1.223], [0.512, 1.638, -2.074], [-1.297, 2.087, -0.800], [-2.123, 1.006, -1.286], [-2.715, 0.180, -0.143], [-3.816, 0.893, 0.654], [-5.093, 1.056, -0.166], [-4.114, 0.105, 1.929], [3.572, 2.411, 0.445], [3.897, 3.579, 0.512], [4.551, 1.266, 0.276], [3.919, 0.149, -0.546], [2.828, -2.667, 0.110], [2.267, -3.929, 0.046], [-0.695, -5.487, 0.177], [0.923, -6.203, 0.256], [0.223, -5.762, -1.301], [-0.957, -3.078, -0.439], [0.051, -0.823, -0.327], [1.696, 3.848, 1.340], [0.478, 2.536, 1.448], [-0.067, 4.279, -0.329], [1.452, 3.846, -1.143], [-1.694, 2.685, -0.094], [-1.473, 0.384, -1.908], [-2.920, 1.407, -1.922], [-3.126, -0.741, -0.560], [-1.907, -0.093, 0.539], [-3.461, 1.889, 0.946], [-4.923, 1.662, -1.052], [-5.465, 0.083, -0.481], [-5.864, 1.540, 0.429], [-4.461, -0.895, 1.680], [-4.886, 0.600, 2.513], [-3.222, 0.015, 2.545], [4.805, 0.901, 1.278], [5.462, 1.649, -0.184], [3.745, 0.493, -1.572], [4.570, -0.723, -0.593], [3.889, -2.573, 0.289], [2.901, -4.798, 0.155]],
  "smiles": "Cc1ccc(C2=NN(CCC(=O)NCCC(C)C)C(=O)CC2)cc1",
  "multiplicity": 1
}

***

5.
{
  "formula": "C57H69BrClN13O4",
  "method": "wB97M-V/def2-TZVPD",
  "elements": ["O", "C", "Cl", "C", "C", "O", "C", "O", "O", "C", "Br", "H", "H", "H", "H", "N", "C", "C", "C", "C", "H", "H", "H", "H", "H", "N", "C", "C", "C", "C", "H", "H", "H", "H", "H", "N", "C", "C", "C", "C", "H", "H", "H", "H", "H", "N", "C", "C", "C", "C", "H", "H", "H", "H", "H", "N", "C", "C", "C", "C", "H", "H", "H", "H", "H", "N", "C", "C", "C", "C", "H", "H", "H", "H", "H", "N", "C", "C", "C", "C", "H", "H", "H", "H", "H", "N", "C", "C", "C", "C", "H", "H", "H", "H", "H", "N", "C", "C", "C", "C", "H", "H", "H", "H", "H", "N", "C", "C", "C", "C", "H", "H", "H", "H", "H", "N", "C", "C", "C", "C", "H", "H", "H", "H", "H", "N", "C", "C", "C", "C", "H", "H", "H", "H", "H", "N", "C", "C", "C", "C", "H", "H", "H", "H", "H"],
  "xyz": [[0.063, -2.825, -0.021], [1.287, -3.003, -0.099], [2.383, -3.506, 1.274], [2.019, -2.824, -1.536], [1.925, -1.335, -2.114], [0.584, -0.798, -2.289], [0.481, 0.351, -1.423], [-0.600, 0.940, -1.242], [1.717, 0.801, -0.819], [2.687, -0.135, -1.390], [4.144, -0.507, -0.102], [3.105, -3.205, -1.499], [1.430, -3.511, -2.255], [2.499, -1.426, -3.100], [3.258, 0.347, -2.268], [5.065, -4.961, -3.155], [6.050, -4.223, -3.755], [7.110, -4.144, -2.885], [6.753, -4.867, -1.718], [5.488, -5.362, -1.914], [4.169, -5.176, -3.562], [5.911, -3.817, -4.746], [8.040, -3.625, -3.068], [7.357, -5.009, -0.833], [4.852, -5.961, -1.281], [-2.919, 3.405, 1.552], [-3.509, 2.944, 2.698], [-3.230, 1.605, 2.809], [-2.436, 1.245, 1.690], [-2.258, 2.377, 0.934], [-2.963, 4.354, 1.215], [-4.077, 3.608, 3.333], [-3.558, 0.954, 3.607], [-2.039, 0.266, 1.464], [-1.722, 2.539, 0.012], [7.584, 0.194, 0.168], [8.575, 0.931, -0.423], [9.624, 1.014, 0.460], [9.255, 0.296, 1.624], [7.992, -0.202, 1.414], [6.693, -0.024, -0.249], [8.448, 1.333, -1.416], [10.555, 1.534, 0.286], [9.847, 0.157, 2.516], [7.350, -0.800, 2.042], [-1.952, 5.588, 4.228], [-1.276, 6.715, 3.842], [-0.559, 7.169, 4.921], [-0.807, 6.281, 5.997], [-1.668, 5.314, 5.539], [-2.564, 5.045, 3.639], [-1.364, 7.094, 2.835], [0.075, 8.044, 4.934], [-0.400, 6.342, 6.995], [-2.102, 4.458, 6.032], [-4.153, 1.105, 6.818], [-4.771, 0.508, 7.887], [-3.893, -0.400, 8.430], [-2.703, -0.342, 7.665], [-2.889, 0.595, 6.681], [-4.565, 1.808, 6.227], [-5.778, 0.778, 8.166], [-4.087, -1.033, 9.283], [-1.805, -0.922, 7.816], [-2.233, 0.940, 5.896], [-4.432, 1.259, -1.760], [-3.819, 0.103, -2.162], [-4.427, -0.321, -3.317], [-5.443, 0.619, -3.628], [-5.420, 1.584, -2.651], [-4.192, 1.789, -0.936], [-3.005, -0.317, -1.591], [-4.170, -1.207, -3.878], [-6.115, 0.592, -4.473], [-6.020, 2.471, -2.512], [9.322, -6.699, -3.378], [10.545, -6.339, -2.878], [11.407, -7.392, -3.065], [10.678, -8.424, -3.706], [9.396, -7.967, -3.889], [8.496, -6.119, -3.371], [10.696, -5.367, -2.433], [12.446, -7.417, -2.773], [11.050, -9.394, -4.002], [8.531, -8.433, -4.337], [-3.451, -5.973, -2.240], [-2.780, -4.848, -2.642], [-2.030, -4.403, -1.581], [-2.252, -5.292, -0.502], [-3.130, -6.254, -0.937], [-4.081, -6.511, -2.812], [-2.896, -4.464, -3.644], [-1.392, -3.533, -1.580], [-1.816, -5.234, 0.482], [-3.555, -7.109, -0.434], [-2.492, -2.828, 3.403], [-3.053, -3.282, 4.569], [-2.778, -4.624, 4.675], [-2.020, -4.992, 3.535], [-1.856, -3.864, 2.770], [-2.540, -1.881, 3.065], [-3.597, -2.614, 5.218], [-3.088, -5.269, 5.484], [-1.636, -5.974, 3.301], [-1.346, -3.707, 1.832], [-5.599, 1.925, -7.051], [-5.938, 0.847, -7.825], [-6.789, 1.285, -8.811], [-6.965, 2.678, -8.628], [-6.216, 3.046, -7.536], [-4.989, 1.896, -6.249], [-5.547, -0.135, -7.607], [-7.234, 0.670, -9.579], [-7.571, 3.340, -9.229], [-6.071, 4.005, -7.064], [-0.637, 3.533, -3.341], [0.076, 4.684, -3.546], [-0.679, 5.515, -4.338], [-1.895, 4.842, -4.617], [-1.842, 3.623, -3.987], [-0.325, 2.742, -2.800], [1.056, 4.812, -3.112], [-0.389, 6.499, -4.677], [-2.718, 5.210, -5.212], [-2.555, 2.812, -3.942], [0.323, -1.138, 4.905], [1.307, -0.394, 4.311], [2.364, -0.313, 5.186], [2.003, -1.037, 6.351], [0.741, -1.537, 6.146], [-0.571, -1.357, 4.494], [1.171, 0.012, 3.320], [3.292, 0.210, 5.008], [2.602, -1.177, 7.239], [0.104, -2.140, 6.775], [-3.120, 7.238, -0.177], [-3.684, 7.451, 1.055], [-4.672, 8.393, 0.911], [-4.710, 8.759, -0.457], [-3.744, 8.027, -1.105], [-2.366, 6.599, -0.370], [-3.332, 6.916, 1.924], [-5.298, 8.777, 1.703], [-5.373, 9.476, -0.918], [-3.447, 8.002, -2.142]],
  "multiplicity": 1
}

***

For the records above, the corresponding E_tot values read -9375.2133, -24814.5250, -5619.8623, -28707.4569, -170349.8377 eV.
For the records above, the corresponding HOMO values read -10.373, -18.815, -9.469, -8.212, -8.187 eV.
For the records above, the corresponding energy above the lowest of the compared OMol25 structures with the same formula, charge and spin values read 43.4, 0.0, 24.1, 28.8, 32.9 kcal per mole.